(1)
# C24H13BrF7NPS4SbV

C24H13BrF7NPS4SbV as an isolated structure (ωB97M-V with the def2-TZVPD basis set, the OMol25 dataset).

Values from the calculation:
Charge: +1
Orbital gap (alpha / beta), eV: 7.0 / 7.0

Cartesian coordinates (Å):
V  0.901  -0.734  -1.944
F  -1.089  0.609  -6.252
C  -2.014  1.244  -5.534
F  -2.319  2.384  -6.167
F  -3.119  0.485  -5.526
C  -1.561  1.523  -4.121
C  -2.238  2.485  -3.390
C  -1.865  2.773  -2.082
C  -0.863  2.021  -1.511
N  -0.228  1.067  -2.201
C  -0.501  0.871  -3.499
S  0.690  -0.240  -4.157
H  -3.044  3.033  -3.858
H  -2.352  3.551  -1.518
H  -0.548  2.174  -0.485
F  4.262  3.165  3.506
C  3.442  2.392  2.819
C  2.602  1.504  3.471
F  2.604  1.430  4.794
C  1.747  0.700  2.725
F  0.948  -0.112  3.422
C  1.682  0.749  1.335
P  0.538  -0.399  0.475
C  0.824  -1.959  1.359
C  2.129  -2.370  1.619
C  2.357  -3.574  2.264
C  1.286  -4.378  2.637
C  -0.013  -3.968  2.376
C  -0.249  -2.757  1.742
C  -1.137  0.166  0.918
C  -2.234  -0.286  0.187
C  -3.514  0.140  0.503
C  -3.717  1.035  1.543
C  -2.628  1.504  2.265
C  -1.348  1.072  1.956
C  2.544  1.655  0.698
Br  2.679  1.858  -1.168
C  3.407  2.460  1.429
F  4.228  3.311  0.830
H  2.974  -1.749  1.335
H  3.370  -3.884  2.476
H  1.466  -5.317  3.138
H  -0.848  -4.585  2.675
H  -1.267  -2.441  1.559
H  -2.106  -0.970  -0.643
H  -4.352  -0.229  -0.072
H  -4.714  1.368  1.786
H  -2.769  2.207  3.072
H  -0.524  1.472  2.534
S  2.033  -4.566  -3.928
Sb  1.897  -3.975  -1.849
S  -0.277  -2.442  -1.766
S  2.828  -1.472  -1.774

natural (NBO) population analysis, charges in e, atoms 1 to 5: 0.009, -0.301, 0.983, -0.310, -0.310

(2)
# C24H13F3N5O9PtS

C24H13F3N5O9PtS as an isolated structure (ωB97M-V with the def2-TZVPD basis set, the OMol25 dataset).

Values from the calculation:
Charge: +1
Orbital gap, eV: 6.2

Cartesian coordinates (Å):
Pt  0.080  1.957  -0.108
N  -7.493  -4.656  1.802
C  -6.632  -3.941  1.549
C  -5.550  -3.045  1.234
C  -4.363  -3.553  0.711
C  -3.322  -2.692  0.412
C  -3.466  -1.324  0.628
C  -4.654  -0.819  1.147
C  -5.697  -1.679  1.453
C  -2.348  -0.395  0.306
C  -2.398  0.363  -0.807
C  -3.419  0.303  -1.854
C  -3.013  1.106  -2.851
C  -1.757  1.700  -2.428
N  -1.403  1.276  -1.250
C  -1.162  -0.433  1.166
C  -0.779  -1.517  2.083
C  0.477  -1.291  2.470
C  0.936  0.002  1.874
N  -0.233  0.461  1.119
H  -4.265  -4.615  0.535
H  -2.403  -3.083  -0.010
H  -4.763  0.245  1.316
H  -6.623  -1.296  1.858
H  -4.297  -0.319  -1.809
H  -3.492  1.294  -3.797
H  -1.142  2.404  -2.972
H  -1.420  -2.336  2.367
H  1.066  -1.889  3.150
H  1.147  0.724  2.667
F  3.633  4.076  -3.618
C  2.612  4.371  -2.826
F  1.758  5.153  -3.471
F  3.056  4.991  -1.742
S  1.780  2.808  -2.347
O  2.753  2.066  -1.572
O  1.277  2.192  -3.536
O  0.669  3.355  -1.476
O  3.397  3.120  2.106
C  2.604  2.473  1.466
O  1.377  2.768  1.217
C  3.103  1.100  1.031
C  4.451  0.949  0.736
C  4.881  -0.281  0.322
C  4.051  -1.412  0.153
C  2.746  -1.258  0.442
C  2.163  0.003  0.887
N  1.820  -2.352  0.102
O  0.803  -2.004  -0.465
O  2.143  -3.473  0.398
N  6.330  -0.449  -0.018
O  6.647  -1.529  -0.460
O  7.042  0.499  0.189
H  5.125  1.789  0.833
H  4.460  -2.339  -0.224
H  1.708  0.430  -0.088

natural (NBO) population analysis, charges in e, atoms 1 to 5: 0.984, -0.239, 0.246, -0.146, -0.136

(3)
# C24H14ClI2N3O3SbSe4V

C24H14ClI2N3O3SbSe4V as an isolated structure (ωB97M-V with the def2-TZVPD basis set, the OMol25 dataset).

Values from the calculation:
Charge: -2
Orbital gap (alpha / beta), eV: 5.2 / 5.2
⟨S²⟩: 2.05
2S+1: 3

Cartesian coordinates (Å):
V  0.823  1.244  0.070
Cl  4.056  -5.091  -2.884
C  3.297  -3.631  -2.267
C  3.631  -2.392  -2.810
C  3.023  -1.270  -2.312
C  2.072  -1.308  -1.252
O  1.585  -0.170  -0.907
C  1.758  -2.580  -0.695
C  0.934  -2.912  0.468
N  0.247  -2.162  1.230
C  -0.491  -2.761  2.253
C  -1.062  -4.008  2.136
C  -1.807  -4.589  3.184
C  -1.985  -3.930  4.362
C  -1.442  -2.632  4.525
C  -1.604  -1.892  5.720
C  -1.075  -0.643  5.818
C  -0.385  -0.119  4.699
N  -0.191  -0.782  3.595
C  -0.709  -2.029  3.473
C  2.389  -3.715  -1.247
H  4.343  -2.328  -3.622
H  3.239  -0.300  -2.738
H  1.018  -3.979  0.732
H  -0.966  -4.547  1.203
H  -2.227  -5.578  3.043
H  -2.552  -4.370  5.174
H  -2.162  -2.334  6.538
H  -1.198  -0.037  6.707
H  0.009  0.894  4.724
H  2.138  -4.688  -0.843
Se  -3.164  3.987  -2.366
Sb  -1.722  2.032  -2.330
Se  -1.309  0.812  -0.053
Se  0.631  2.484  -1.780
Se  -2.002  0.808  -4.413
O  1.656  0.315  1.607
C  1.948  1.494  1.954
N  1.368  2.610  1.383
C  2.073  3.733  1.852
O  1.932  4.861  1.470
C  3.074  3.262  2.882
C  3.953  3.959  3.684
C  4.734  3.222  4.570
C  4.626  1.836  4.650
C  3.751  1.140  3.819
C  2.995  1.888  2.940
H  4.026  5.037  3.620
H  5.445  3.730  5.210
H  5.224  1.298  5.375
H  3.651  0.063  3.858
I  0.229  3.840  -3.989
I  -0.176  5.293  -6.373

natural (NBO) population analysis, charges in e, atoms 1 to 5: 0.690, -0.065, -0.103, -0.219, -0.213

(4)
# C24H15Br3GaN3O3S

C24H15Br3GaN3O3S as an isolated structure (ωB97M-V with the def2-TZVPD basis set, the OMol25 dataset).

Values from the calculation:
Charge: +1
Orbital gap (alpha / beta), eV: 6.1 / 7.3
⟨S²⟩: 0.75
2S+1: 2

Cartesian coordinates (Å):
Ga  1.992  -0.500  -0.805
Br  1.281  -3.931  -4.318
C  1.179  -4.107  -2.443
C  0.858  -5.347  -1.880
C  0.777  -5.504  -0.518
Br  0.380  -7.214  0.206
C  0.992  -4.408  0.349
C  0.927  -4.439  1.753
C  1.137  -3.287  2.479
C  1.393  -2.093  1.809
N  1.446  -2.034  0.491
C  1.278  -3.153  -0.247
C  1.399  -2.986  -1.653
O  1.695  -1.796  -2.142
H  0.679  -6.190  -2.531
H  0.700  -5.368  2.250
H  1.090  -3.294  3.555
H  1.563  -1.162  2.335
C  2.935  1.100  -3.481
O  2.036  1.004  -2.388
C  1.142  2.010  -2.165
C  1.015  3.160  -2.909
C  0.046  4.103  -2.547
Br  -0.117  5.696  -3.570
C  -0.775  3.896  -1.466
C  -0.652  2.721  -0.697
C  0.315  1.752  -1.044
O  0.478  0.625  -0.377
C  -1.501  2.483  0.434
N  -1.439  1.377  1.187
C  -2.386  1.433  2.177
C  -2.733  0.546  3.184
C  -3.757  0.934  4.024
C  -4.409  2.160  3.869
C  -4.076  3.046  2.863
C  -3.052  2.662  2.013
N  -2.472  3.276  0.923
H  3.590  1.968  -3.358
H  2.382  1.145  -4.424
H  3.528  0.184  -3.453
H  1.637  3.358  -3.768
H  -1.516  4.637  -1.216
H  -0.760  0.645  0.979
H  -2.230  -0.400  3.299
H  -4.062  0.274  4.820
H  -5.197  2.420  4.555
H  -4.579  3.990  2.735
H  -2.750  4.174  0.561
S  5.033  0.035  0.455
C  3.564  0.399  0.094

natural (NBO) population analysis, charges in e, atoms 1 to 5: 1.772, 0.113, -0.156, -0.216, -0.073

(5)
# C24H15N4O4PtS5

C24H15N4O4PtS5 as an isolated structure (ωB97M-V with the def2-TZVPD basis set, the OMol25 dataset).

Values from the calculation:
Charge: -1
Orbital gap (alpha / beta), eV: 6.9 / 4.4
⟨S²⟩: 6.04
2S+1: 5

Cartesian coordinates (Å):
Pt  0.443  -0.454  -0.482
C  -3.109  -5.485  1.996
C  -1.966  -4.507  2.065
C  -1.251  -4.324  3.246
C  -0.184  -3.446  3.313
C  0.186  -2.735  2.174
C  -0.515  -2.911  0.996
C  -1.588  -3.781  0.941
S  1.615  -1.722  2.390
O  2.785  -2.533  2.240
O  1.418  -1.008  3.624
N  1.614  -0.600  1.154
C  2.428  0.580  1.455
C  2.094  1.763  0.553
O  2.520  2.857  0.864
O  1.408  1.497  -0.514
H  -3.472  -5.741  2.991
H  -2.793  -6.409  1.507
H  -3.940  -5.078  1.420
H  -1.542  -4.873  4.134
H  0.354  -3.300  4.241
H  -0.218  -2.356  0.110
H  -2.128  -3.895  0.009
H  3.478  0.339  1.254
H  2.347  0.878  2.497
S  1.533  -3.434  -1.773
C  1.492  -2.113  -2.793
N  1.315  -0.837  -2.441
C  1.223  0.035  -3.527
C  1.025  1.412  -3.454
C  0.927  2.133  -4.633
C  1.040  1.506  -5.875
C  1.263  0.140  -5.952
C  1.352  -0.586  -4.771
S  1.605  -2.290  -4.538
H  0.974  1.894  -2.487
H  0.770  3.203  -4.589
H  0.956  2.088  -6.783
H  1.362  -0.352  -6.911
S  -1.187  0.996  0.861
C  -1.870  1.720  -0.494
C  -2.286  3.080  -0.410
C  -2.886  3.705  -1.461
C  -3.266  5.092  -1.350
N  -3.580  6.194  -1.258
C  -3.136  2.983  -2.671
C  -2.763  1.678  -2.782
C  -2.093  1.001  -1.724
S  -1.627  -0.608  -1.936
C  -3.785  3.631  -3.787
N  -4.298  4.136  -4.682
H  -2.094  3.626  0.502
H  -2.949  1.143  -3.703

natural (NBO) population analysis, charges in e, atoms 1 to 5: 1.143, -0.628, 0.002, -0.213, -0.193

(6)
# C24H16ClIN3O4W

C24H16ClIN3O4W as an isolated structure (ωB97M-V with the def2-TZVPD basis set, the OMol25 dataset).

Values from the calculation:
Charge: +3
Orbital gap (alpha / beta), eV: 4.1 / 4.1

Cartesian coordinates (Å):
W  -0.194  0.100  0.070
C  -4.330  -1.138  0.072
O  -4.929  0.042  -0.479
C  -4.234  1.121  -0.781
C  -5.035  2.209  -1.258
C  -4.524  3.431  -1.622
C  -3.156  3.651  -1.532
C  -2.316  2.609  -1.086
C  -0.951  2.866  -1.009
N  0.015  2.009  -0.602
N  1.283  2.491  -0.883
C  2.154  1.547  -0.766
O  1.585  0.315  -0.433
C  3.578  1.617  -0.875
C  4.172  2.880  -1.055
C  5.543  2.971  -1.158
C  6.322  1.817  -1.090
C  5.735  0.565  -0.917
C  4.365  0.457  -0.807
C  -2.870  1.348  -0.727
O  -1.957  0.408  -0.297
H  -5.148  -1.842  0.181
H  -3.899  -0.914  1.050
H  -3.589  -1.545  -0.617
H  -6.100  2.015  -1.310
H  -5.184  4.214  -1.968
H  -2.730  4.613  -1.787
H  -0.574  3.834  -1.324
H  3.558  3.768  -1.110
H  6.014  3.934  -1.293
H  7.397  1.895  -1.173
H  6.354  -0.320  -0.870
H  3.909  -0.514  -0.672
Cl  -0.035  -5.692  3.549
C  -0.070  -4.057  3.077
C  -0.107  -3.067  4.026
C  -0.123  -1.692  3.676
I  -0.163  -0.256  5.139
C  -0.102  -1.384  2.339
O  -0.061  -0.032  1.880
C  -0.072  -2.361  1.338
N  -0.041  -1.947  0.007
C  0.073  -2.874  -0.971
C  0.120  -4.223  -0.689
C  0.054  -4.653  0.633
C  -0.044  -3.729  1.680
H  -0.115  -3.337  5.073
H  0.118  -2.507  -1.991
H  0.209  -4.930  -1.501
H  0.091  -5.711  0.864

natural (NBO) population analysis, charges in e, atoms 1 to 5: 2.380, -0.257, -0.418, 0.325, -0.041

(7)
# C24H16F3N3O4

A single C24H16F3N3O4 molecule (ωB97M-V with the def2-TZVPD basis set, the OMol25 dataset).

Values from the calculation:
Charge: 0
Orbital gap, eV: 7.4
SMILES string: NC(=O)c1ccc(-c2cc(C(=O)O)cc(C(=O)Nc3cc4cc(C(F)(F)F)ccc4[nH]3)c2)cc1

Cartesian coordinates (Å):
O  -4.793  -0.830  -0.549
O  0.834  8.624  -1.569
O  1.369  -0.375  0.453
F  3.755  -9.031  0.003
F  4.227  -8.990  2.104
F  2.187  -9.340  1.503
O  -5.423  1.226  -1.230
C  -4.536  0.332  -0.760
C  -0.118  8.199  -0.880
C  0.297  -0.760  0.003
C  0.580  -4.499  0.013
C  0.885  -3.162  0.219
C  0.422  5.835  -1.246
C  -1.702  6.367  -0.178
C  -2.078  -0.158  -0.407
C  0.086  4.475  -1.204
C  -2.012  5.026  -0.103
C  -2.787  2.115  -0.629
C  -0.478  1.620  -0.373
C  3.729  -4.844  1.762
C  3.960  -6.226  1.791
C  1.868  -6.655  0.652
C  -0.501  6.790  -0.773
C  -3.114  0.752  -0.579
C  -0.746  0.246  -0.255
C  1.670  -5.267  0.610
C  -1.132  4.028  -0.620
C  -1.465  2.585  -0.577
C  2.573  -4.353  1.154
C  3.040  -7.138  1.225
N  -0.808  9.265  -0.401
N  0.051  -2.122  -0.207
N  2.042  -3.059  0.977
C  3.277  -8.628  1.210
H  -6.260  0.778  -1.387
H  -0.274  -4.929  -0.526
H  1.354  6.181  -1.696
H  -2.402  7.080  0.241
H  -2.390  -1.181  -0.317
H  0.807  3.737  -1.580
H  -2.961  4.751  0.327
H  -3.583  2.897  -0.697
H  0.557  1.975  -0.309
H  4.445  -4.135  2.157
H  4.851  -6.564  2.308
H  1.152  -7.360  0.221
H  -1.618  9.125  0.198
H  -0.530  10.166  -0.691
H  -0.823  -2.388  -0.581
H  2.516  -2.181  1.196

natural (NBO) population analysis, charges in e, atoms 1 to 5: -0.587, -0.633, -0.613, -0.330, -0.332

(8)
# C24H16IrN7O4S

C24H16IrN7O4S as an isolated structure (ωB97M-V with the def2-TZVPD basis set, the OMol25 dataset).

Values from the calculation:
Charge: +2
Orbital gap, eV: 4.1

Cartesian coordinates (Å):
Ir  0.017  -1.517  -0.440
S  0.371  5.280  3.296
N  1.339  4.046  2.889
C  0.640  3.208  2.152
C  1.285  1.988  1.668
C  2.670  1.830  1.786
C  3.260  0.653  1.381
C  2.465  -0.348  0.847
N  1.140  -0.209  0.711
C  0.575  0.927  1.132
C  -1.464  1.903  0.292
N  -2.584  1.244  -0.318
C  -3.735  1.786  -0.268
C  -4.021  3.028  0.464
C  -3.051  3.626  1.199
C  -1.749  3.075  1.188
C  -0.716  3.657  1.948
N  -0.954  4.833  2.585
H  3.256  2.634  2.210
H  4.326  0.501  1.464
H  2.892  -1.276  0.501
H  -4.552  1.277  -0.769
H  -5.030  3.419  0.444
H  -3.250  4.497  1.807
O  -0.230  3.535  -0.985
C  -0.556  2.382  -0.934
O  -0.776  0.883  1.010
C  -0.215  1.400  -2.023
C  0.263  1.978  -3.204
C  0.475  1.221  -4.346
C  0.186  -0.136  -4.344
C  -0.254  -0.698  -3.163
C  -0.413  0.008  -1.975
N  -0.540  -2.134  -3.141
O  -0.455  -2.732  -2.033
O  -0.808  -2.717  -4.161
H  0.430  3.046  -3.221
H  0.834  1.694  -5.249
H  0.306  -0.749  -5.227
H  -1.144  -0.375  -1.146
N  -1.292  -3.370  1.680
C  -0.065  -3.877  1.373
C  0.353  -5.121  1.871
C  1.565  -5.633  1.494
C  2.377  -4.905  0.618
C  1.918  -3.700  0.169
N  0.720  -3.175  0.533
H  -1.831  -3.875  2.365
H  -1.400  -2.367  1.703
H  -0.296  -5.657  2.550
H  1.889  -6.593  1.872
H  3.336  -5.274  0.288
H  2.491  -3.121  -0.543

natural (NBO) population analysis, charges in e, atoms 1 to 5: 0.390, 1.164, -0.607, 0.307, -0.227

> What is the formula in the seventh record?

C24H16F3N3O4